{
  "formula": "C42H37N2P2RhSi",
  "method": "wB97M-V/def2-TZVPD",
  "symbols": ["Rh", "C", "Si", "C", "C", "C", "C", "C", "C", "P", "C", "C", "C", "C", "C", "C", "C", "C", "C", "C", "C", "C", "C", "C", "C", "C", "C", "C", "P", "C", "C", "C", "C", "C", "C", "C", "C", "C", "C", "C", "C", "H", "H", "H", "H", "H", "H", "H", "H", "H", "H", "H", "H", "H", "H", "H", "H", "H", "H", "H", "H", "H", "H", "H", "H", "H", "H", "H", "H", "H", "H", "H", "N", "C", "C", "C", "N", "C", "C", "H", "H", "H", "H", "H", "H"],
  "positions_angstrom": [[0.428, 0.274, 0.155], [-1.885, 0.945, 2.761], [-1.592, 1.108, 0.918], [-2.964, 0.255, -0.040], [-4.311, 0.621, 0.000], [-5.261, -0.132, -0.668], [-4.892, -1.280, -1.365], [-3.564, -1.664, -1.415], [-2.607, -0.874, -0.777], [-0.859, -1.304, -0.737], [-0.203, -1.496, -2.409], [-0.907, -1.102, -3.543], [-0.315, -1.201, -4.795], [0.977, -1.688, -4.922], [1.688, -2.079, -3.794], [1.101, -1.982, -2.545], [-0.755, -2.918, 0.066], [-0.372, -4.072, -0.613], [-0.333, -5.287, 0.059], [-0.676, -5.352, 1.400], [-1.063, -4.201, 2.080], [-1.099, -2.990, 1.417], [-1.511, 2.934, 0.451], [-2.236, 3.947, 1.079], [-2.198, 5.246, 0.589], [-1.437, 5.559, -0.534], [-0.700, 4.574, -1.169], [-0.735, 3.277, -0.664], [0.265, 1.942, -1.322], [0.229, 1.990, -3.112], [1.377, 1.931, -3.897], [1.264, 1.985, -5.278], [0.014, 2.102, -5.869], [-1.131, 2.166, -5.085], [-1.030, 2.105, -3.707], [1.921, 2.012, -0.583], [2.131, 2.787, 0.568], [3.285, 2.610, 1.320], [4.223, 1.654, 0.952], [4.011, 0.854, -0.165], [2.861, 1.010, -0.922], [-2.923, 1.232, 2.959], [-1.246, 1.603, 3.351], [-1.763, -0.076, 3.123], [-4.625, 1.495, 0.559], [-6.302, 0.161, -0.633], [-5.646, -1.876, -1.861], [-3.279, -2.570, -1.936], [-1.906, -0.698, -3.457], [-0.868, -0.896, -5.673], [1.431, -1.770, -5.901], [2.694, -2.466, -3.894], [1.657, -2.304, -1.670], [-0.117, -4.034, -1.664], [-0.041, -6.184, -0.471], [-0.651, -6.301, 1.918], [-1.342, -4.255, 3.124], [-1.399, -2.094, 1.947], [-2.842, 3.728, 1.950], [-2.770, 6.021, 1.080], [-1.417, 6.574, -0.908], [-0.101, 4.813, -2.040], [2.357, 1.868, -3.441], [2.155, 1.953, -5.891], [-0.068, 2.158, -6.947], [-2.103, 2.271, -5.549], [-1.923, 2.170, -3.094], [1.406, 3.541, 0.849], [3.455, 3.229, 2.191], [5.125, 1.532, 1.537], [4.742, 0.106, -0.445], [2.689, 0.383, -1.791], [3.453, -2.640, 4.816], [2.759, -2.051, 3.829], [2.115, -0.814, 4.013], [1.418, -0.254, 2.975], [1.295, -0.821, 1.762], [1.916, -2.002, 1.584], [2.641, -2.638, 2.555], [3.518, -2.223, 5.728], [3.901, -3.528, 4.679], [2.162, -0.301, 4.964], [0.923, 0.700, 3.111], [1.806, -2.466, 0.612], [3.109, -3.589, 2.337]],
  "lowdin_charge": [0.5372, -0.1747, 0.5808, -0.2766, -0.0642, -0.0424, -0.0423, -0.0639, -0.3652, 0.9782, -0.3490, -0.0776, -0.0590, -0.0485, -0.0557, -0.1257, -0.3522, -0.0733, -0.0494, -0.0488, -0.0527, -0.0979, -0.2752, -0.0649, -0.0375, -0.0400, -0.0556, -0.3860, 1.0026, -0.3434, -0.0659, -0.0532, -0.0521, -0.0590, -0.0978, -0.3777, -0.0644, -0.0461, -0.0409, -0.0502, -0.1158, 0.0472, 0.0359, 0.0258, 0.1128, 0.1191, 0.1193, 0.1218, 0.1065, 0.1180, 0.1196, 0.1166, 0.0963, 0.1038, 0.1169, 0.1169, 0.1163, 0.0945, 0.1111, 0.1198, 0.1198, 0.1224, 0.1023, 0.1191, 0.1200, 0.1198, 0.1183, 0.1142, 0.1214, 0.1208, 0.1207, 0.0934, 0.1648, -0.2955, 0.0114, -0.1305, -0.0785, -0.1362, 0.0141, 0.1210, 0.1208, 0.1235, 0.1003, 0.0957, 0.1247],
  "largest_force_ha_per_bohr": 0.006,
  "de_lowest_kcal_mol": 0.0,
  "lumo_ha": -0.221,
  "orbital_gap_ha": 0.2841,
  "e_tot_ev": -76589.281,
  "charge": 2
}


{
  "formula": "C42H37N9O3S2V",
  "method": "wB97M-V/def2-TZVPD",
  "symbols": ["V", "C", "C", "C", "C", "C", "N", "C", "C", "C", "C", "C", "C", "C", "N", "C", "C", "C", "N", "C", "C", "N", "C", "C", "C", "N", "H", "H", "H", "H", "H", "H", "H", "H", "H", "H", "H", "H", "H", "H", "H", "H", "H", "H", "C", "C", "N", "N", "C", "S", "S", "C", "C", "C", "C", "C", "C", "C", "C", "C", "C", "C", "C", "C", "O", "H", "H", "H", "H", "H", "H", "H", "H", "H", "H", "H", "H", "H", "H", "O", "N", "N", "O", "C", "C", "C", "C", "C", "C", "H", "H", "H", "H", "H"],
  "positions_angstrom": [[-0.716, 0.194, 0.324], [-7.423, 0.948, 0.808], [-5.945, 1.202, 0.879], [-5.354, 1.816, 1.978], [-3.990, 2.021, 2.057], [-3.117, 1.614, 1.036], [-1.738, 1.703, 1.099], [-1.155, 2.275, 2.258], [-1.344, 1.657, 3.495], [-0.659, 2.040, 4.627], [0.279, 3.067, 4.554], [1.110, 3.453, 5.745], [0.457, 3.703, 3.337], [-0.264, 3.349, 2.196], [-0.048, 4.121, 1.019], [0.643, 5.291, 0.939], [0.581, 5.719, -0.359], [-0.191, 4.737, -1.010], [-0.569, 3.787, -0.181], [-3.745, 1.112, -0.121], [-5.109, 0.869, -0.177], [-3.019, 0.957, -1.338], [-3.441, 1.263, -2.576], [-2.381, 1.113, -3.443], [-1.320, 0.717, -2.638], [-1.715, 0.624, -1.374], [-7.842, 0.767, 1.798], [-7.643, 0.078, 0.191], [-7.953, 1.800, 0.379], [-5.975, 2.136, 2.807], [-3.583, 2.509, 2.930], [-2.020, 0.812, 3.536], [-0.825, 1.519, 5.561], [0.582, 3.245, 6.675], [1.360, 4.513, 5.730], [2.045, 2.891, 5.764], [1.190, 4.495, 3.284], [1.109, 5.749, 1.791], [1.017, 6.612, -0.769], [-0.486, 4.680, -2.044], [-5.517, 0.412, -1.070], [-4.452, 1.589, -2.738], [-2.378, 1.262, -4.506], [-0.297, 0.493, -2.890], [1.689, -3.615, 0.278], [0.680, -2.572, 0.643], [0.398, -1.642, -0.189], [1.145, -1.577, -1.384], [0.467, -1.960, -2.438], [-1.053, -2.666, -2.531], [1.356, -1.523, -3.968], [2.881, -2.504, -3.815], [2.748, -3.888, -4.382], [3.100, -4.135, -5.706], [2.957, -5.400, -6.255], [2.455, -6.438, -5.483], [2.100, -6.200, -4.164], [2.247, -4.935, -3.619], [-0.075, -2.672, 1.918], [0.301, -3.543, 2.942], [-0.494, -3.724, 4.062], [-1.711, -3.063, 4.170], [-2.113, -2.184, 3.179], [-1.277, -1.975, 2.092], [-1.631, -1.039, 1.191], [1.322, -4.145, -0.602], [1.870, -4.338, 1.064], [2.626, -3.133, -0.007], [3.170, -2.504, -2.765], [3.641, -1.953, -4.372], [3.485, -3.325, -6.313], [3.235, -5.573, -7.286], [2.340, -7.425, -5.909], [1.698, -7.002, -3.558], [1.948, -4.748, -2.597], [1.231, -4.085, 2.873], [-0.171, -4.397, 4.843], [-2.346, -3.225, 5.030], [-3.050, -1.647, 3.227], [0.685, 0.259, 1.806], [1.860, 0.586, 1.446], [1.899, 0.989, 0.251], [0.781, 1.050, -0.447], [3.137, 1.273, -0.417], [4.218, 1.712, 0.326], [5.408, 1.949, -0.343], [5.495, 1.751, -1.715], [4.390, 1.308, -2.428], [3.187, 1.060, -1.782], [4.128, 1.866, 1.390], [6.269, 2.296, 0.212], [6.427, 1.940, -2.227], [4.459, 1.138, -3.494], [2.330, 0.668, -2.309]],
  "mulliken_spin": [1.1488, -0.0002, 0.0007, 0.0015, -0.0066, -0.0005, -0.0509, -0.0016, -0.0076, 0.0031, -0.0018, 0.0003, 0.0006, -0.0231, 0.0008, -0.0002, -0.0001, 0.0003, 0.0012, 0.0064, 0.0002, 0.0138, 0.0031, 0.0035, 0.0002, -0.0240, 0.0000, 0.0000, 0.0001, 0.0001, -0.0010, 0.0009, 0.0000, -0.0001, 0.0000, -0.0002, 0.0001, 0.0000, 0.0000, -0.0001, -0.0003, 0.0004, 0.0003, -0.0002, -0.0033, 0.0054, -0.0641, 0.0076, 0.0078, -0.0025, 0.0000, 0.0000, 0.0000, 0.0000, 0.0000, 0.0000, 0.0000, 0.0005, 0.0054, 0.0081, -0.0096, 0.0069, -0.0065, 0.0092, -0.0214, 0.0010, 0.0000, 0.0003, 0.0000, -0.0001, 0.0000, 0.0000, 0.0000, 0.0000, -0.0003, 0.0006, -0.0004, 0.0003, -0.0002, -0.0104, -0.0116, 0.0179, -0.0114, -0.0009, 0.0025, -0.0013, 0.0021, -0.0013, 0.0006, -0.0002, -0.0001, 0.0001, 0.0000, 0.0015],
  "largest_force_ha_per_bohr": 0.013,
  "de_lowest_kcal_mol": 0.0,
  "lumo_ha": [-0.038, -0.018],
  "orbital_gap_ha": [0.2141, 0.2350],
  "multiplicity": 2,
  "e_tot_ev": -111064.050
}